Entry 1:
An isolated ion of composition C4H9N3OP and charge +1, computed with the ωB97M-V functional and the def2-TZVPD basis.

Positions of all 18 atoms, in Å:
N (1.0178, -1.1777, -2.2763)
C (1.0552, -0.7918, -1.0146)
O (2.0431, -1.0367, -0.2150)
C (-0.0745, 0.0078, -0.5342)
P (-1.9004, -0.1186, -1.0477)
C (-2.2805, 0.5248, 0.6143)
N (-1.3768, 0.4279, 1.4985)
C (-0.1272, -0.0925, 1.0302)
N (0.9601, 0.6758, 1.7422)
H (0.2185, -1.1799, -2.8277)
H (1.7461, -1.8308, -2.4628)
H (0.2813, 0.9745, -0.8516)
H (-2.0144, 1.1615, -1.5163)
H (-3.2810, 1.0138, 0.9896)
H (0.1553, -1.1482, 1.1748)
H (0.6171, 0.8221, 2.7456)
H (1.0490, 1.5912, 1.2495)
H (1.9113, 0.1768, 1.7014)

Values from the calculation:
Total charge: +1
2S+1: 1
Energy: -738.41170 Eh
SMILES string: NC(=O)[C@H]1PC=N[C@@H]1[NH3+]
Molecular weight: 146.11 g mol⁻¹
Relative energy (zero: lowest compared OMol25 entry of this formula, charge and spin): 0.2293 eV
LUMO: -3.294 eV
F_max: 3.96 eV/A
HOMO-LUMO gap: 10.64 eV


Entry 2:
C33H38KN6O6S as an isolated structure, computed with the ωB97M-V functional and the def2-TZVPD basis.

Positions of all 85 atoms, in Å:
K (0.6215, -0.0753, -0.4289)
C (-0.5205, 3.9013, -0.0389)
C (-0.0033, 3.4947, 1.3090)
C (0.8514, 4.3316, 2.0369)
C (1.3185, 3.9210, 3.2665)
C (0.9268, 2.6842, 3.7634)
C (0.0974, 1.9046, 2.9768)
N (-0.3492, 2.2911, 1.7756)
C (-0.3808, 0.5607, 3.4311)
C (-0.6952, 0.3077, 4.7627)
C (-1.1976, -0.9400, 5.0968)
C (-1.3781, -1.8894, 4.1038)
C (-1.0224, -1.5563, 2.8005)
N (-0.5247, -0.3619, 2.4835)
C (-1.1961, -2.5118, 1.6618)
C (-1.0099, -3.8751, 1.8144)
C (-1.1670, -4.6867, 0.6954)
C (-1.4939, -4.1126, -0.5142)
C (-1.6419, -2.7272, -0.5850)
C (-1.9124, -2.0307, -1.8898)
N (-1.5124, -1.9528, 0.4898)
H (-0.8022, 4.9584, -0.0461)
H (-1.3825, 3.2924, -0.3065)
H (0.2634, 3.7371, -0.7885)
H (1.1436, 5.2866, 1.6166)
H (1.9919, 4.5491, 3.8371)
H (1.2870, 2.3251, 4.7200)
H (-0.5785, 1.0796, 5.5141)
H (-1.4738, -1.1616, 6.1214)
H (-1.8074, -2.8587, 4.3283)
H (-0.7131, -4.2914, 2.7689)
H (-1.0101, -5.7567, 0.7684)
H (-1.5907, -4.7173, -1.4090)
H (-2.7066, -2.5194, -2.4583)
H (-0.9901, -2.0455, -2.4813)
H (-2.1807, -0.9898, -1.6974)
N (3.2349, 0.3878, 0.4009)
C (3.9909, 1.1044, -0.6463)
C (3.2800, 0.9998, -1.9890)
C (1.9419, 1.7650, -1.9933)
O (1.9894, 2.9587, -1.6270)
O (0.9123, 1.1158, -2.3533)
H (3.7253, 0.4713, 1.2810)
H (3.2252, -0.6124, 0.1769)
H (5.0135, 0.7269, -0.7497)
H (4.0462, 2.1585, -0.3813)
H (3.1102, -0.0482, -2.2526)
H (3.9131, 1.4530, -2.7543)
C (-3.1166, 0.1383, -4.7052)
N (-3.0517, 1.0371, -3.5593)
C (-1.8679, 1.8961, -3.5715)
C (-3.9576, 1.0523, -2.5691)
S (-3.9075, 2.0579, -1.2400)
N (-5.0272, 0.1178, -2.7713)
C (-6.0944, 0.7152, -3.5710)
C (-5.5519, -0.4715, -1.5411)
H (-2.1390, -0.3262, -4.8440)
H (-3.3557, 0.6998, -5.6132)
H (-3.8649, -0.6258, -4.5425)
H (-1.8506, 2.4847, -4.4946)
H (-0.9660, 1.2873, -3.5092)
H (-1.8735, 2.5667, -2.7215)
H (-5.7000, 1.0632, -4.5277)
H (-6.5579, 1.5644, -3.0529)
H (-6.8551, -0.0417, -3.7669)
H (-4.7385, -0.8980, -0.9577)
H (-6.2399, -1.2708, -1.8241)
H (-6.0770, 0.2572, -0.9165)
O (3.1882, -2.5745, -0.4065)
C (2.2126, -2.8431, -1.1427)
O (1.0845, -2.2794, -1.1619)
C (2.3859, -3.9883, -2.1271)
C (3.3163, -4.9861, -1.8804)
C (3.4724, -6.0766, -2.7471)
C (2.6712, -6.0965, -3.8604)
O (2.6365, -7.0341, -4.8684)
C (1.6195, -6.6032, -5.7737)
O (1.0953, -5.3668, -5.2971)
C (1.7531, -5.1020, -4.1136)
C (1.5734, -4.0411, -3.2670)
H (3.9372, -4.8944, -0.9979)
H (4.1936, -6.8647, -2.5586)
H (0.8252, -7.3491, -5.8113)
H (2.0513, -6.4593, -6.7625)
H (0.8400, -3.2644, -3.4537)

Values from the calculation:
Total charge: -1
2S+1: 1
Energy: -3058.57831 Eh
Molecular weight: 685.87 g mol⁻¹
Relative energy (zero: lowest compared OMol25 entry of this formula, charge and spin): 0.5379 eV
LUMO: 2.341 eV
F_max: 2.20 eV/A
HOMO-LUMO gap: 7.73 eV


Entry 3:
One molecule with the formula C7H10, computed with the ωB97M-V functional and the def2-TZVPD basis.

Positions of all 17 atoms, in Å:
C (-0.3758, 1.6622, -0.0487)
C (-1.5487, 0.9639, 0.5715)
C (-0.9415, 0.4325, -0.7022)
C (-0.2068, -0.9057, -0.6244)
C (1.3416, -0.8850, -0.6213)
C (1.2317, -1.1067, 0.9016)
C (-0.2298, -1.4814, 0.7991)
H (-0.5664, 2.6125, -0.5389)
H (0.6010, 1.6109, 0.4273)
H (-2.5208, 1.4432, 0.5555)
H (-1.4904, 0.6034, -1.6260)
H (-0.6808, -1.5981, -1.3332)
H (1.8348, 0.0283, -0.9712)
H (1.7785, -1.7445, -1.1364)
H (1.8737, -1.8173, 1.4341)
H (1.2885, -0.1583, 1.4637)
H (-1.3887, 0.3399, 1.4493)

Values from the calculation:
Total charge: 0
2S+1: 1
Energy: -272.52296 Eh
Molecular weight: 94.16 g mol⁻¹
Relative energy (zero: lowest compared OMol25 entry of this formula, charge and spin): 5.3072 eV
LUMO: 0.040 eV
F_max: 0.39 eV/A
HOMO-LUMO gap: 8.28 eV


Entry 4:
One molecule with the formula C3H9N, computed with the ωB97M-V functional and the def2-TZVPD basis.

Positions of all 13 atoms, in Å:
C (1.0517, 0.5237, 1.1301)
C (-0.3343, 0.0017, 0.8595)
N (-0.7100, 0.4467, -0.5443)
C (-0.3165, -0.5110, -1.5705)
H (1.0924, 1.6164, 1.1236)
H (1.8114, 0.0856, 0.4790)
H (1.2004, 0.1538, 2.1831)
H (-1.0410, 0.4612, 1.5571)
H (-0.3922, -1.0866, 0.9562)
H (-1.7178, 0.5883, -0.6032)
H (-0.8836, -1.4448, -1.4826)
H (-0.5124, -0.0914, -2.5633)
H (0.7519, -0.7435, -1.5246)

Values from the calculation:
Total charge: 0
2S+1: 1
Energy: -174.43137 Eh
SMILES string: CCNC
Molecular weight: 59.11 g mol⁻¹
Relative energy (zero: lowest compared OMol25 entry of this formula, charge and spin): 0.5897 eV
LUMO: 1.247 eV
F_max: 2.55 eV/A
HOMO-LUMO gap: 10.00 eV


Entry 5:
A 2-piece molecular cluster, C3H7NO overall, computed with the ωB97M-V functional and the def2-TZVPD basis.

Positions of all 12 atoms, in Å:
N (-3.4553, -0.5873, -0.0378)
C (-2.3493, -0.3578, 0.7240)
O (-1.5332, -1.2385, 0.9332)
H (-3.4039, -0.7662, -1.0747)
H (-4.0230, 0.2868, -0.0158)
H (-2.3997, 0.5034, 1.3700)
C (2.3540, 0.2748, -0.7866)
C (3.3375, 0.4650, 0.1685)
H (1.4389, -0.2193, -0.5552)
H (2.4950, 0.5444, -1.7967)
H (3.3436, 0.0590, 1.2374)
H (4.1954, 1.0357, -0.1663)

Values from the calculation:
Total charge: 0
2S+1: 1
Energy: -248.44495 Eh
SMILES string: NC=O.C=C
Molecular weight: 73.09 g mol⁻¹
Relative energy (zero: lowest compared OMol25 entry of this formula, charge and spin): 2.2189 eV
LUMO: 0.793 eV
F_max: 4.19 eV/A
HOMO-LUMO gap: 10.53 eV


Entry 6:
A 8-piece molecular cluster, C46H67N11O7 overall, computed with the ωB97M-V functional and the def2-TZVPD basis.

Positions of all 131 atoms, in Å:
N (0.5506, 2.2437, 1.2201)
O (0.4969, 1.1778, 1.8107)
O (0.7969, 2.2357, 0.0468)
O (0.2985, 3.3021, 1.7725)
C (4.0929, 6.8796, -1.3666)
N (5.1898, 6.1548, -2.0327)
C (5.2487, 6.1362, -3.3981)
C (6.2826, 5.3485, -3.9979)
C (7.2770, 4.6430, -3.2893)
C (7.1054, 4.6159, -1.9140)
C (6.0289, 5.2940, -1.2955)
C (8.4686, 4.0548, -3.8484)
C (9.7408, 4.5178, -3.5062)
C (10.9194, 3.8474, -3.9331)
N (10.7700, 2.8284, -4.8543)
C (9.5775, 2.4158, -5.2406)
C (8.4618, 2.9486, -4.7189)
C (12.0152, 2.1347, -5.3194)
H (4.1324, 7.9519, -1.5582)
H (3.9790, 6.4008, -0.3941)
H (3.2225, 6.5913, -1.9560)
H (4.4820, 6.6578, -3.9517)
H (6.3612, 5.5325, -5.0593)
H (7.7235, 4.1962, -1.1341)
H (5.9413, 5.1723, -0.2260)
H (9.7883, 5.3090, -2.7727)
H (11.9510, 3.8504, -3.6135)
H (9.6121, 1.5440, -5.8770)
H (7.5320, 2.4999, -5.0362)
H (11.8914, 1.7943, -6.3474)
H (12.3886, 1.3832, -4.6238)
H (12.6692, 2.9705, -5.5679)
C (-2.3144, 0.7201, 9.1929)
N (-2.9976, -0.3087, 8.4333)
C (-4.1671, -0.7578, 8.8692)
C (-4.7916, -1.8220, 8.2689)
C (-4.1651, -2.4398, 7.1322)
C (-2.9107, -1.9212, 6.7048)
C (-2.3417, -0.8383, 7.3666)
C (-4.7274, -3.6085, 6.3751)
C (-3.9733, -4.7653, 6.3242)
C (-4.4653, -5.9151, 5.6594)
N (-5.6246, -5.7972, 4.9255)
C (-6.4343, -4.7467, 4.9903)
C (-5.9828, -3.6272, 5.7361)
C (-6.0696, -6.9345, 4.1523)
H (-1.8388, 0.1757, 10.0087)
H (-2.9260, 1.4992, 9.6478)
H (-1.6273, 1.2023, 8.4975)
H (-4.5054, -0.2295, 9.7483)
H (-5.7795, -2.0775, 8.6225)
H (-2.3963, -2.4345, 5.9058)
H (-1.4051, -0.3809, 7.0837)
H (-3.0562, -4.6609, 6.8849)
H (-4.0196, -6.8928, 5.7685)
H (-7.1929, -4.5720, 4.2418)
H (-6.5413, -2.7030, 5.7169)
H (-5.5436, -6.9523, 3.1978)
H (-7.1537, -6.8435, 4.0839)
H (-5.9704, -7.8487, 4.7375)
C (2.9198, -4.3819, -5.4677)
C (1.8289, -3.6258, -4.5928)
N (1.0851, -4.4240, -3.7342)
C (0.5512, -5.6888, -3.9124)
C (-0.0804, -6.0670, -2.7323)
N (0.1063, -5.0414, -1.7719)
C (0.7222, -3.9726, -2.4696)
C (-0.3047, -5.1218, -0.3834)
H (3.5034, -4.9688, -4.7584)
H (3.4778, -3.5424, -5.8824)
H (2.5095, -4.9903, -6.2736)
H (1.1256, -3.2557, -5.3388)
H (2.3133, -2.7610, -4.1394)
H (0.7619, -6.2465, -4.8129)
H (-0.4270, -7.0613, -2.4923)
H (1.0509, -3.0558, -2.0029)
H (0.0572, -6.0705, 0.0128)
H (-1.3921, -5.1465, -0.4540)
H (0.0217, -4.2476, 0.1801)
C (-3.6004, 6.2601, 4.5246)
C (-4.8574, 5.4763, 5.0335)
N (-5.4945, 4.6624, 3.9980)
C (-6.3901, 3.6589, 4.2555)
C (-6.6507, 3.0598, 2.9698)
N (-5.9813, 3.7168, 2.0098)
C (-5.2371, 4.6689, 2.6332)
C (-6.1530, 3.6037, 0.5585)
H (-3.7806, 6.7870, 3.5876)
H (-2.6405, 5.7479, 4.5885)
H (-3.4008, 7.1087, 5.1790)
H (-5.6115, 6.2081, 5.3233)
H (-4.5300, 4.7980, 5.8214)
H (-6.7216, 3.2998, 5.2186)
H (-7.3013, 2.2423, 2.6962)
H (-4.4443, 5.2122, 2.1405)
H (-7.1853, 3.3180, 0.3562)
H (-5.4797, 2.8730, 0.1104)
H (-5.9043, 4.5928, 0.1738)
C (-6.9188, -2.2282, -7.3036)
C (-6.0172, -1.9424, -8.5109)
N (-5.3087, -0.7493, -8.1739)
C (-5.5037, 0.4641, -8.7258)
C (-4.7752, 1.3985, -8.0112)
N (-3.9423, 0.6789, -7.1396)
C (-4.3329, -0.5616, -7.1899)
C (-2.9970, 1.2423, -6.2084)
H (-7.4464, -1.3960, -6.8376)
H (-6.2988, -2.7184, -6.5530)
H (-7.6744, -2.8954, -7.7182)
H (-6.6204, -1.8498, -9.4140)
H (-5.3264, -2.7756, -8.6401)
H (-6.2820, 0.4851, -9.4742)
H (-4.6183, 2.4660, -8.0597)
H (-4.0668, -1.3365, -6.4863)
H (-2.6921, 0.4255, -5.5542)
H (-3.5266, 1.9183, -5.5371)
H (-2.1873, 1.4723, -6.9009)
C (6.1150, -1.4829, 0.4119)
C (7.5847, -1.9395, 0.4865)
O (7.9048, -3.1263, 0.7648)
O (8.5132, -1.1576, 0.0830)
H (5.8113, -0.8293, 1.2296)
H (5.4754, -2.3654, 0.4310)
H (6.0064, -0.8869, -0.4942)
C (4.1766, -3.2666, 5.7719)
C (3.3127, -4.0132, 6.7887)
O (3.1892, -3.6158, 7.9311)
O (2.8501, -5.0963, 6.3930)
H (5.0859, -3.7620, 5.4317)
H (4.3989, -2.2058, 5.8870)
H (3.5704, -3.1273, 4.8768)

Values from the calculation:
Total charge: +4
2S+1: 1
Energy: -2920.21511 Eh
Molecular weight: 886.11 g mol⁻¹
LUMO: -8.753 eV
F_max: 5.68 eV/A
HOMO-LUMO gap: 1.40 eV


Entry 7:
C14H28BCrF4NO10 as an isolated structure, computed with the ωB97M-V functional and the def2-TZVPD basis.

Positions of all 59 atoms, in Å:
Cr (0.5252, -0.7372, 0.6238)
B (3.1141, -3.0146, 2.5676)
F (2.6799, -3.6967, 3.6421)
F (2.4232, -3.3245, 1.4494)
F (2.9197, -1.6776, 2.8290)
F (4.4615, -3.2862, 2.4487)
C (4.3294, -1.4762, -3.8002)
C (3.9429, -0.1159, -3.3845)
C (3.7542, 0.5866, -4.6874)
O (2.8186, -0.0734, -2.5323)
H (3.9186, -2.1964, -3.0926)
H (5.3783, -1.7622, -3.8784)
H (3.8782, -1.7662, -4.7491)
H (4.7374, 0.4632, -2.9139)
H (4.6136, 0.8099, -5.3196)
H (3.2291, 1.5212, -4.4902)
H (3.0837, 0.0612, -5.3674)
C (-1.9830, 3.3830, -2.3394)
O (-3.3183, 3.0575, -1.8448)
C (-3.5960, 1.9148, -1.1854)
O (-2.7723, 1.2361, -0.5469)
O (-4.9486, 1.7720, -1.2041)
C (-5.6572, 0.9258, -0.2348)
H (-1.2643, 3.1354, -1.5582)
H (-1.9753, 4.4570, -2.5253)
H (-1.6816, 2.9413, -3.2893)
H (-5.5362, 1.3644, 0.7557)
H (-5.1754, -0.0450, -0.3508)
H (-6.7121, 0.9185, -0.5093)
C (-1.4214, -2.9346, -4.0294)
O (-1.6067, -4.1416, -3.3033)
C (-1.8443, -4.2493, -1.9758)
O (-1.6130, -3.3685, -1.1202)
O (-2.2427, -5.4960, -1.7157)
C (-2.8028, -5.8585, -0.4420)
H (-2.2487, -2.7130, -4.7036)
H (-0.5591, -3.0683, -4.6826)
H (-1.3219, -2.0721, -3.3704)
H (-3.5692, -5.1720, -0.0824)
H (-2.0304, -5.8428, 0.3269)
H (-3.3700, -6.7874, -0.5027)
C (-0.4510, 4.5547, 3.7431)
O (0.9517, 4.7544, 3.3864)
C (1.6962, 3.9635, 2.6729)
O (1.3351, 2.8696, 2.1576)
O (2.9780, 4.3615, 2.6974)
C (3.8838, 3.7163, 1.8799)
H (-0.9254, 5.5023, 3.4881)
H (-0.5033, 4.4346, 4.8252)
H (-1.0408, 3.7988, 3.2246)
H (4.8149, 3.6193, 2.4383)
H (3.9963, 4.2035, 0.9114)
H (3.7128, 2.6761, 1.6026)
C (-1.8867, -0.2992, 6.8527)
C (-1.7184, -0.5697, 5.4329)
N (-1.6088, -0.7552, 4.2928)
H (-0.9294, -0.2494, 7.3715)
H (-2.6223, -0.9844, 7.2739)
H (-2.2396, 0.7320, 6.8376)

Values from the calculation:
Total charge: 0
2S+1: 9
Energy: -2825.91792 Eh
Molecular weight: 509.17 g mol⁻¹
Expectation value of S²: 20.010
Relative energy (zero: lowest compared OMol25 entry of this formula, charge and spin): 1.9702 eV
LUMO (alpha / beta): -0.708 / -7.141 eV
F_max: 5.53 eV/A
HOMO-LUMO gap (alpha / beta): 3.81 / 2.11 eV


Entry 8:
A 4-piece molecular cluster, C6H16NO overall, computed with the ωB97M-V functional and the def2-TZVPD basis.

Positions of all 24 atoms, in Å:
C (0.5946, -0.2220, -1.4809)
C (-0.7911, -0.4018, -1.2856)
C (0.2764, -1.0471, -0.0799)
C (-3.0269, 0.7697, 1.9217)
C (-3.5503, 1.2338, 0.7323)
C (-3.6981, 0.4383, -0.3779)
N (5.3817, -0.6845, 0.1445)
H (1.1889, 0.6234, -1.1006)
H (0.9808, -0.6333, -2.4464)
H (-1.3474, 0.4302, -0.8635)
H (-1.2039, -1.0065, -2.0972)
H (1.0256, -0.5730, 0.6033)
H (-4.2029, 2.1838, 0.6894)
H (-3.1498, 1.3673, 2.8380)
H (-2.9958, -0.3181, 2.0629)
H (-3.5096, -0.6459, -0.3704)
H (-4.3263, 0.7415, -1.1849)
H (-0.6826, -0.9797, 0.6867)
H (5.9647, -0.4631, 0.9310)
H (4.3843, -0.4438, 0.1205)
H (5.8421, -1.3034, -0.5303)
H (2.8664, 0.8819, 1.0561)
H (0.3246, -2.1118, -0.2056)
O (2.7617, 0.3070, 0.2811)

Values from the calculation:
Total charge: +1
2S+1: 1
Energy: -367.56543 Eh
Molecular weight: 118.20 g mol⁻¹
Relative energy (zero: lowest compared OMol25 entry of this formula, charge and spin): 11.3476 eV
LUMO: -8.024 eV
F_max: 3.88 eV/A
HOMO-LUMO gap: 1.97 eV